Entry 1:
A structure of composition C48H30Cl4N6PdS at a distorted geometry. Source: OMol25; level of theory: ωB97M-V/def2-TZVPD.

Its net charge is +2. The calculation puts the energy relative to the best compared isomer or geometry (same formula, charge and spin) at 17.5 kcal/mol. As for the spin multiplicity: 1. As for the total energy: -123595.91426 eV.

Each line ends with the Mulliken charge.
Positions of all 90 atoms, in Å:
Pd 0.25 0.65 -0.28  0.76
Cl -5.19 5.71 5.48  -0.16
C -4.17 4.92 4.35  0.26
C -4.19 5.29 3.01  -0.87
C -3.38 4.64 2.10  -0.33
C -2.52 3.61 2.51  -0.13
C -2.50 3.27 3.87  -0.29
C -3.32 3.91 4.78  -0.98
C -1.69 2.84 1.58  1.97
C -2.31 2.19 0.51  0.07
C -3.71 2.26 0.20  -1.57
C -3.91 1.53 -0.92  -1.26
C -2.63 1.00 -1.32  -0.59
C -2.42 0.21 -2.46  2.37
C -3.51 0.07 -3.43  0.09
C -4.16 1.20 -3.92  -0.43
C -5.14 1.10 -4.89  -0.98
C -5.48 -0.16 -5.39  0.22
Cl -6.66 -0.30 -6.62  -0.16
C -4.86 -1.30 -4.88  -0.93
C -3.89 -1.19 -3.91  -0.44
C -1.18 -0.42 -2.76  0.08
N -0.09 -0.50 -1.93  0.44
C 0.84 -1.26 -2.58  -0.05
C 2.14 -1.63 -2.10  1.79
C 2.86 -2.68 -2.82  -0.05
C 2.23 -3.90 -3.13  -0.38
C 2.92 -4.93 -3.72  -0.97
C 4.26 -4.76 -4.06  0.25
Cl 5.14 -6.05 -4.76  -0.16
C 4.89 -3.53 -3.83  -0.95
C 4.19 -2.51 -3.21  -0.38
C 2.73 -1.03 -0.98  0.09
C 3.97 -1.45 -0.39  -1.43
C 4.21 -0.62 0.66  -1.27
C 3.11 0.30 0.74  0.11
N 2.22 0.02 -0.27  -0.07
C 2.96 1.27 1.74  2.17
C 1.79 2.05 1.92  -0.21
C 1.67 3.07 2.91  -1.41
C 0.37 3.50 2.88  -1.34
C -0.29 2.74 1.87  -0.03
N 0.60 1.91 1.27  0.28
C 4.02 1.36 2.76  -0.19
C 5.36 1.60 2.43  -0.14
C 6.35 1.54 3.39  -0.82
C 6.01 1.21 4.71  0.28
Cl 7.24 1.03 5.89  -0.16
C 4.67 1.03 5.06  -1.01
C 3.69 1.12 4.10  -0.37
C 0.35 -1.63 -3.86  -1.37
C -0.90 -1.09 -3.98  -1.58
N -1.69 1.38 -0.40  -0.11
H -4.85 6.08 2.68  0.44
H -3.39 4.96 1.07  0.61
H -1.87 2.46 4.20  0.59
H -3.30 3.62 5.82  0.44
H -4.44 2.77 0.79  0.69
H -4.83 1.35 -1.43  0.78
H -3.87 2.18 -3.57  0.58
H -5.63 1.98 -5.27  0.45
H -5.16 -2.27 -5.25  0.44
H -3.45 -2.08 -3.49  0.53
H 1.19 -4.04 -2.86  0.55
H 2.43 -5.87 -3.92  0.44
H 5.91 -3.40 -4.13  0.45
H 4.67 -1.56 -3.06  0.62
H 4.56 -2.28 -0.72  0.73
H 5.05 -0.65 1.33  0.60
H 2.47 3.43 3.52  0.72
H -0.06 4.28 3.47  0.68
H 5.62 1.85 1.41  0.55
H 7.38 1.74 3.14  0.45
H 4.41 0.81 6.09  0.43
H 2.66 0.96 4.37  0.54
H 0.90 -2.19 -4.59  0.71
H -1.54 -1.14 -4.84  0.71
C 0.03 -4.17 2.28  -0.79
N -0.99 -3.45 1.54  0.18
C -2.13 -3.97 1.00  -0.54
C -2.79 -2.97 0.36  -0.41
N -2.04 -1.84 0.53  0.20
C -0.94 -2.14 1.26  0.15
S 0.24 -1.07 1.79  -0.16
H -0.31 -5.19 2.46  0.34
H 0.23 -3.67 3.23  0.33
H 0.96 -4.19 1.70  0.30
H -2.39 -5.00 1.14  0.46
H -3.72 -2.99 -0.17  0.52
H -2.26 -0.90 0.20  0.06


Entry 2:
A structure of composition C2H2N2O2S at a distorted geometry. Source: OMol25; level of theory: ωB97M-V/def2-TZVPD.

Its net charge is 0. The calculation puts the energy relative to the best compared isomer or geometry (same formula, charge and spin) at 71.7 kcal/mol. As for the spin multiplicity: 1. As for the total energy: -20013.24064 eV.

Each line ends with the Mulliken charge.
Positions of all 9 atoms, in Å:
C 1.27 -0.27 0.06  0.56
C -0.71 0.03 -0.02  0.25
H 3.05 -0.34 0.62  0.35
H 1.86 1.73 -0.16  0.33
N 0.23 -0.86 -0.22  -0.35
N 1.26 0.95 0.24  -0.16
O 2.48 -0.83 -0.05  -0.48
O -0.06 1.29 -0.22  -0.22
S -2.37 -0.27 0.08  -0.28


Entry 3:
A structure of composition C47H96F12N7O12S4 at a distorted geometry. Source: OMol25; level of theory: ωB97M-V/def2-TZVPD.

Its net charge is +3. As for the spin multiplicity: 1. As for the total energy: -161213.68885 eV.

Each line ends with the Mulliken charge.
Positions of all 178 atoms, in Å:
C 12.21 0.77 32.52  -1.31
C 12.99 1.87 33.31  1.27
C 12.19 2.35 34.51  -1.03
C 12.05 1.25 35.53  -0.59
C 13.44 0.99 36.05  -1.25
C 14.39 0.46 35.08  1.54
N 14.24 1.13 33.58  0.87
O 15.23 1.14 33.02  -0.32
C 14.17 -1.02 34.72  -1.29
C 15.80 0.66 35.48  -1.99
C 13.46 3.00 32.49  -2.05
H 12.02 -0.18 33.09  0.28
H 12.65 0.53 31.53  0.12
H 11.31 1.32 32.35  0.61
H 11.20 2.53 34.08  0.44
H 12.52 3.31 34.94  0.37
H 11.45 0.31 35.31  0.36
H 11.36 1.65 36.29  0.42
H 13.46 0.28 36.87  0.44
H 13.91 1.93 36.36  0.43
H 13.13 -1.41 34.72  0.32
H 14.77 -1.71 35.34  0.47
H 14.53 -1.23 33.68  0.19
H 16.48 0.01 34.96  0.42
H 15.94 0.42 36.53  0.44
H 16.12 1.68 35.44  0.52
H 14.28 2.70 31.82  0.49
H 13.77 3.78 33.20  0.45
H 12.70 3.39 31.87  0.46
C 14.77 2.59 22.73  -2.52
C 15.22 3.01 21.24  1.73
C 14.45 2.03 20.17  -0.54
C 14.46 2.56 18.70  -0.92
C 15.26 3.76 18.62  -1.25
C 14.79 4.88 19.57  1.20
N 14.64 4.30 20.94  0.80
O 13.94 4.97 21.68  -0.23
C 13.41 5.46 19.12  -1.61
C 15.75 6.06 19.63  -1.31
C 16.76 3.18 21.19  -1.25
H 15.23 1.71 23.01  0.90
H 13.66 2.52 22.83  -0.08
H 15.18 3.38 23.39  0.61
H 13.41 1.84 20.51  0.04
H 15.00 1.09 20.27  0.57
H 13.49 2.65 18.26  0.46
H 14.86 1.80 18.04  0.39
H 15.11 4.20 17.67  0.66
H 16.34 3.63 18.70  0.30
H 13.41 5.79 18.07  0.41
H 13.07 6.36 19.62  0.36
H 12.56 4.75 19.30  0.44
H 16.76 5.87 20.19  0.26
H 15.32 6.85 20.35  0.30
H 15.90 6.54 18.65  0.39
H 17.04 4.29 21.23  0.10
H 17.23 2.66 20.33  0.37
H 17.17 2.68 22.14  0.38
C 17.34 -5.59 28.04  -1.56
C 18.48 -4.65 27.78  0.28
C 18.02 -3.30 27.48  -1.13
N 19.03 -2.36 26.78  0.75
C 20.29 -2.35 27.46  -0.62
C 21.14 -1.11 27.06  -1.17
C 20.36 0.20 27.21  -0.50
C 19.19 0.12 26.26  -1.07
C 18.31 -1.00 26.71  -0.64
C 19.10 -2.86 25.33  -0.78
H 16.51 -5.63 27.33  0.38
H 16.84 -5.40 28.96  0.38
H 17.69 -6.64 28.02  0.38
H 18.87 -4.99 26.77  0.19
H 19.16 -4.63 28.68  0.26
H 17.83 -2.78 28.41  0.31
H 17.10 -3.22 26.84  0.49
H 20.10 -2.27 28.54  0.40
H 20.88 -3.24 27.27  0.41
H 21.97 -1.10 27.68  0.50
H 21.59 -1.36 26.12  0.45
H 19.96 0.13 28.27  0.21
H 21.00 1.06 27.01  0.44
H 18.54 0.92 26.15  0.51
H 19.60 -0.09 25.23  0.30
H 17.79 -0.78 27.65  0.30
H 17.56 -1.23 25.94  0.59
H 18.11 -3.38 25.13  0.34
H 19.86 -3.61 25.12  0.32
H 19.22 -2.07 24.64  0.35
C 11.63 4.15 27.25  -1.46
C 11.03 5.58 27.03  -0.40
N 11.03 6.13 25.63  0.81
C 12.17 5.52 24.94  -1.29
C 9.73 5.82 24.93  -0.66
C 8.47 6.51 25.37  -1.67
C 11.00 7.70 25.80  -0.93
C 11.05 8.52 24.54  -0.67
O 12.38 8.49 24.00  -0.32
C 12.48 9.19 22.74  -0.72
H 11.23 3.41 26.53  0.21
H 11.22 3.97 28.25  0.47
H 12.69 4.01 27.27  0.40
H 11.60 6.36 27.56  0.49
H 10.05 5.64 27.45  0.47
H 12.06 5.87 23.91  0.59
H 12.04 4.46 24.93  0.28
H 13.06 5.81 25.51  0.24
H 9.54 4.78 24.75  0.58
H 9.88 6.02 23.86  0.55
H 8.12 6.28 26.32  0.37
H 7.71 6.12 24.73  0.51
H 8.54 7.61 25.27  0.31
H 12.02 7.94 26.27  0.45
H 10.23 7.93 26.50  0.72
H 10.77 9.55 24.81  0.47
H 10.42 8.19 23.64  0.28
H 12.36 10.24 22.98  0.36
H 11.78 8.87 21.95  0.31
H 13.55 8.99 22.49  0.20
C 10.65 -6.00 22.78  -1.38
C 9.70 -5.90 24.01  -0.52
N 9.22 -7.18 24.64  0.10
C 8.08 -7.53 23.69  -1.05
C 10.21 -8.33 24.63  -0.48
C 11.46 -8.01 25.40  -1.14
C 8.70 -6.75 25.96  -0.61
C 7.64 -7.70 26.53  -0.79
O 8.15 -9.02 26.63  -0.22
C 7.43 -9.94 27.45  -0.80
H 10.77 -4.97 22.45  0.40
H 10.20 -6.53 21.93  0.37
H 11.65 -6.33 23.07  0.36
H 8.78 -5.33 23.79  0.38
H 10.25 -5.43 24.82  0.58
H 7.30 -6.76 23.77  0.41
H 7.64 -8.52 23.97  0.31
H 8.56 -7.54 22.71  0.52
H 10.31 -8.44 23.55  0.48
H 9.69 -9.17 24.98  0.51
H 11.90 -7.16 24.92  0.25
H 12.09 -8.87 25.37  0.43
H 11.18 -7.86 26.44  0.34
H 8.13 -5.86 25.74  0.31
H 9.52 -6.58 26.63  0.47
H 6.71 -7.57 25.91  0.36
H 7.37 -7.32 27.53  0.52
H 8.04 -10.85 27.53  0.25
H 6.50 -10.25 26.99  0.33
H 7.22 -9.54 28.47  0.30
C 15.69 2.34 27.89  0.45
F 16.96 2.18 28.25  -0.19
F 15.13 3.25 28.63  -0.15
F 15.70 2.90 26.62  -0.21
S 14.60 0.80 27.74  0.28
O 13.45 1.42 27.18  -0.34
O 15.37 -0.06 26.94  -0.27
N 14.29 0.30 29.22  -0.11
S 15.04 -0.90 29.99  0.47
O 16.34 -1.10 29.41  -0.61
O 14.91 -0.86 31.42  -0.38
C 14.26 -2.46 29.49  0.62
F 14.72 -3.48 30.25  -0.24
F 12.95 -2.50 29.66  -0.25
F 14.58 -2.67 28.24  -0.16
C 8.23 1.80 21.42  0.53
F 7.46 0.76 21.63  -0.21
F 8.77 1.77 20.23  -0.20
F 7.41 2.92 21.48  -0.24
S 9.41 2.06 22.73  1.46
O 10.02 3.31 22.27  -0.65
O 8.71 1.95 24.00  -0.72
N 10.29 0.79 22.34  -0.77
S 11.59 0.53 23.25  1.28
O 12.78 0.12 22.48  -0.68
O 11.74 1.63 24.17  -0.32
C 11.38 -1.09 24.21  0.25
F 11.73 -2.19 23.58  -0.22
F 12.24 -0.93 25.28  -0.13
F 10.12 -1.33 24.69  -0.26


Entry 4:
A structure of composition C31H39N2O2OsS5 at a distorted geometry. Source: OMol25; level of theory: ωB97M-V/def2-TZVPD.

Its net charge is -1. The calculation puts the energy relative to the best compared isomer or geometry (same formula, charge and spin) at 22.5 kcal/mol. As for the spin multiplicity: 5. As for the total energy: -96498.20646 eV.

Each line ends with the Mulliken charge.
Positions of all 80 atoms, in Å:
Os -0.82 -0.86 -0.15  1.52
C 0.58 -2.89 -2.31  -1.48
C 0.89 -3.46 -0.94  -0.61
C 0.00 -4.12 1.57  -1.88
C 2.15 -2.93 -0.33  0.13
C 3.10 -3.85 0.08  -0.60
C 4.36 -3.45 0.49  -1.45
C 4.70 -2.12 0.32  -0.55
C 3.79 -1.15 -0.08  -0.21
C 4.42 0.16 -0.57  0.31
C 3.63 0.90 -1.65  -1.46
C 4.90 1.12 0.53  -1.41
C 2.41 -1.53 -0.20  0.98
N 1.37 -0.65 -0.16  -0.09
C 1.51 0.56 0.45  -0.83
C 0.49 1.48 0.41  -0.14
N -0.70 1.20 -0.16  0.10
C -1.55 2.31 -0.39  -0.71
C -2.84 2.38 0.17  1.16
C -3.59 3.54 0.00  -0.31
C -3.11 4.61 -0.72  -1.65
C -1.86 4.53 -1.32  -0.45
C -1.08 3.39 -1.18  0.46
C 0.24 3.34 -1.94  1.15
C 1.26 4.34 -1.39  -1.46
C 0.01 3.60 -3.44  -1.73
C -3.43 1.29 1.04  1.96
C -3.45 1.72 2.51  -1.50
C -4.83 0.89 0.58  -1.83
H -0.35 -3.32 -2.70  0.37
H 1.39 -3.14 -3.00  0.43
H 0.47 -1.81 -2.28  0.14
H 0.91 -4.55 -0.99  0.89
H 0.86 -3.59 1.97  0.43
H 0.28 -5.11 1.22  0.57
H -0.80 -4.17 2.31  0.47
H 2.85 -4.91 0.05  0.39
H 5.09 -4.17 0.84  0.36
H 5.74 -1.82 0.45  0.42
H 5.34 -0.19 -1.06  0.77
H 2.90 1.58 -1.21  0.19
H 3.11 0.21 -2.31  0.27
H 4.32 1.50 -2.25  0.58
H 4.07 1.64 1.02  0.28
H 5.55 1.88 0.09  0.42
H 5.46 0.59 1.30  0.35
H 2.40 0.76 1.02  0.54
H 0.62 2.44 0.89  0.49
H -4.57 3.60 0.46  0.29
H -3.70 5.52 -0.82  0.35
H -1.50 5.36 -1.91  0.32
H 0.65 2.34 -1.86  -0.07
H 0.89 5.36 -1.45  0.40
H 2.19 4.28 -1.97  0.39
H 1.50 4.12 -0.35  0.27
H -0.22 4.65 -3.64  0.34
H -0.81 2.99 -3.81  0.38
H 0.91 3.34 -4.00  0.44
H -2.80 0.41 0.98  -0.97
H -4.09 2.60 2.65  0.35
H -2.44 1.95 2.85  0.35
H -3.84 0.90 3.12  0.41
H -5.55 1.69 0.74  0.35
H -5.17 0.01 1.14  0.44
H -4.83 0.63 -0.48  0.38
S -4.84 -6.97 -0.88  -0.31
C -3.89 -5.63 -0.83  0.17
S -2.29 -5.63 -0.12  -0.15
C -1.96 -3.93 -0.42  -0.59
C -2.91 -3.20 -1.11  0.45
S -2.71 -1.55 -1.56  -0.43
S -4.37 -4.08 -1.44  -0.18
S -0.62 -3.08 0.20  1.18
C -0.96 -0.79 4.59  -1.39
C -0.65 -0.23 3.19  0.61
O -0.14 0.89 3.11  -0.65
O -0.96 -1.01 2.23  -0.84
H -1.59 -0.07 5.11  0.34
H -0.03 -0.90 5.14  0.33
H -1.47 -1.75 4.52  0.28